1.
H28N4O22S4Zn | the ωB97M-V functional and the def2-TZVPD basis

Structure (XYZ):
```
59
H28N4O22S4Zn, DFT the ωB97M-V functional and the def2-TZVPD basis
Zn 13.302 -14.389 -8.189
N 14.880 -11.465 -10.781
H 13.841 -11.389 -10.763
H 15.309 -11.173 -9.918
H 15.242 -10.933 -11.562
H 15.101 -12.479 -10.932
N 17.116 -16.364 -6.541
H 17.916 -16.620 -5.980
H 17.108 -16.753 -7.481
H 17.145 -15.305 -6.616
H 16.196 -16.552 -6.095
N 16.164 -9.810 -5.267
H 16.291 -10.530 -5.998
H 16.181 -8.845 -5.581
H 16.854 -9.942 -4.524
H 15.292 -10.025 -4.786
N 13.931 -14.085 -3.793
H 13.568 -15.018 -4.093
H 13.164 -13.443 -3.626
H 14.464 -13.618 -4.545
H 14.505 -14.210 -2.966
S 11.707 -11.974 -9.812
O 10.745 -12.869 -10.445
O 12.780 -12.750 -9.126
O 12.342 -11.146 -10.863
O 10.949 -11.126 -8.877
S 16.032 -12.915 -6.913
O 15.407 -12.682 -5.596
O 17.203 -13.790 -6.769
O 15.055 -13.597 -7.771
O 16.419 -11.583 -7.424
S 13.411 -16.853 -5.735
O 12.739 -18.031 -6.209
O 13.547 -15.875 -6.864
O 12.641 -16.259 -4.630
O 14.773 -17.168 -5.244
S 14.703 -15.141 -10.996
O 13.870 -15.301 -9.784
O 15.539 -16.341 -11.189
O 13.887 -14.878 -12.184
O 15.638 -13.988 -10.815
O 18.879 -10.918 -8.158
H 18.734 -10.700 -9.082
H 17.979 -11.126 -7.810
O 17.252 -12.111 -3.718
H 16.799 -12.222 -2.877
H 16.560 -12.264 -4.401
O 18.120 -15.260 -4.281
H 18.872 -15.229 -3.683
H 18.034 -14.357 -4.608
O 17.796 -14.708 -9.247
H 17.693 -14.131 -8.483
H 17.018 -14.503 -9.821
O 12.607 -13.181 -6.418
H 13.294 -12.562 -6.149
H 11.842 -12.961 -5.878
O 20.062 -12.814 -6.658
H 19.225 -13.275 -6.552
H 19.842 -12.039 -7.207
```

The value obtained for the strongest force on any atom is 0.0795 Eh/bohr. The total energy comes out at -5263.42482 Ha. Its charge is -2.

Atom charges from the natural (NBO) analysis, given in e for atoms 1 to 8: atom 1 (Zn): 1.78, atom 2 (N): -0.92, atom 3 (H): 0.47, atom 4 (H): 0.39, atom 5 (H): 0.38, atom 6 (H): 0.48, atom 7 (N): -0.93, atom 8 (H): 0.42

***

2.
H28NO12 | the ωB97M-V functional and the def2-TZVPD basis

Structure (XYZ):
```
41
H28NO12, DFT the ωB97M-V functional and the def2-TZVPD basis
N 5.092 -27.422 -5.452
H 5.870 -26.931 -4.883
H 5.531 -27.252 -6.465
H 4.283 -26.858 -5.434
H 5.138 -28.269 -5.079
O 1.875 -27.978 -4.206
H 1.556 -27.862 -3.212
H 1.041 -27.585 -4.610
O 8.573 -24.653 -4.115
H 8.180 -25.131 -4.827
H 8.294 -23.677 -4.085
O 2.771 -25.735 -3.183
H 2.538 -26.522 -3.616
H 3.405 -25.992 -2.574
O 5.287 -24.466 -4.440
H 4.388 -24.290 -3.970
H 5.789 -24.326 -3.613
O 7.429 -25.431 -6.638
H 7.396 -25.777 -7.425
H 7.980 -24.682 -7.011
O 3.736 -24.507 -6.912
H 4.412 -24.411 -6.421
H 2.983 -23.987 -6.463
O 4.809 -30.494 -3.694
H 5.235 -31.331 -3.837
H 3.872 -30.653 -3.855
O 7.426 -28.293 -3.024
H 6.785 -27.871 -2.597
H 8.290 -27.762 -2.877
O 2.799 -27.815 -7.638
H 2.040 -28.433 -7.655
H 2.841 -27.271 -8.478
O 7.667 -28.683 -5.746
H 7.800 -28.679 -4.865
H 8.589 -28.402 -6.218
O 7.107 -26.987 -8.850
H 7.895 -27.290 -8.882
H 6.610 -27.752 -8.604
O 5.536 -29.089 -8.358
H 5.590 -29.914 -7.987
H 4.660 -28.755 -8.193
```

The value obtained for the strongest force on any atom is 0.2091 Eh/bohr. The total energy comes out at -974.08357 Ha. Its charge is +1.

Atom charges from the natural (NBO) analysis, given in e for atoms 1 to 8: atom 1 (N): -0.87, atom 2 (H): 0.46, atom 3 (H): 0.48, atom 4 (H): 0.45, atom 5 (H): 0.44, atom 6 (O): -0.95, atom 7 (H): 0.49, atom 8 (H): 0.49

***

3.
H28O14 | the ωB97M-V functional and the def2-TZVPD basis

Structure (XYZ):
```
42
H28O14, DFT the ωB97M-V functional and the def2-TZVPD basis
O -10.262 -19.449 6.824
H -10.058 -20.149 7.446
H -11.184 -19.585 6.601
O -10.104 -23.830 8.690
H -10.735 -23.306 8.195
H -9.804 -23.248 9.390
O -10.138 -18.154 9.915
H -10.597 -17.695 10.620
H -10.384 -19.073 10.026
O -6.020 -21.215 9.536
H -6.200 -22.153 9.453
H -5.540 -21.133 10.360
O -5.641 -18.958 7.889
H -5.653 -19.808 8.332
H -5.116 -19.106 7.101
O -8.482 -20.708 8.366
H -8.332 -21.580 8.000
H -7.803 -20.608 9.035
O -6.974 -24.034 9.610
H -7.578 -23.406 10.012
H -6.832 -24.696 10.288
O -10.681 -22.585 5.485
H -10.315 -23.239 4.889
H -10.033 -22.511 6.187
O -8.083 -22.901 6.482
H -7.895 -23.791 6.784
H -7.884 -22.917 5.545
O -7.926 -17.679 7.739
H -7.940 -17.237 8.589
H -7.078 -18.127 7.715
O -7.837 -20.179 12.004
H -8.169 -19.706 12.769
H -6.962 -20.470 12.264
O -6.942 -17.683 10.640
H -6.085 -18.095 10.756
H -7.572 -18.362 10.886
O -9.114 -22.509 11.103
H -9.060 -23.125 11.834
H -8.541 -21.782 11.359
O -5.348 -21.641 6.378
H -5.529 -22.355 5.766
H -6.197 -21.219 6.514
```

The value obtained for the strongest force on any atom is 0.0172 Eh/bohr. The total energy comes out at -1070.12606 Ha.

Atom charges from the natural (NBO) analysis, given in e for atoms 1 to 8: atom 1 (O): -0.93, atom 2 (H): 0.47, atom 3 (H): 0.45, atom 4 (O): -0.96, atom 5 (H): 0.47, atom 6 (H): 0.49, atom 7 (O): -0.92, atom 8 (H): 0.46

***

| no. | orbital gap (eV) |
| --- | --- |
| 1 | 3.5947 |
| 2 | 10.9857 |
| 3 | 7.8899 |